{
  "formula": "C4H12NO2",
  "method": "ωB97M-V/def2-TZVPD",
  "total_charge": -1,
  "largest_force_ev_per_a": 4.65,
  "lumo_ev": 2.77,
  "de_lowest_ev": 2.553,
  "total_energy_ha": -364.76169,
  "homo_energy_ev": -2.9,
  "orbital_gap_ev": 5.65,
  "species": ["C", "C", "C", "N", "C", "O", "H", "H", "H", "H", "H", "H", "H", "H", "H", "H", "H", "H", "O"],
  "coordinates": [[2.20956, 0.83980, -0.13592], [0.60231, 1.43817, -0.22465], [-0.35344, 0.49930, 0.38488], [0.20957, 1.45929, -1.66004], [0.60181, 0.11473, -2.60583], [0.27667, -1.05643, -2.13145], [2.27854, -0.29764, -0.08270], [2.65732, 1.05122, 0.88577], [2.90675, 1.25441, -0.95952], [0.62506, 2.38559, 0.26408], [-1.47134, 0.82380, 0.32427], [-0.03971, 0.21142, 1.41706], [-0.11275, -0.43534, -0.12308], [-0.76671, 1.42464, -1.46652], [1.73874, 0.34954, -2.73942], [0.02915, 0.44416, -3.51100], [-3.79790, -2.87609, 3.71427], [-3.44845, -4.14516, 4.21877], [-4.14515, -3.48542, 4.43103]],
  "forces_ev_per_a": [[-0.626, -0.006, 0.913], [3.567, -2.070, -2.150], [-0.575, -1.536, 2.220], [1.265, 0.543, 0.103], [0.166, 0.918, 1.204], [0.370, 0.362, -0.193], [-0.554, 1.333, -0.894], [-0.467, 0.508, -1.021], [-1.370, -0.636, 1.344], [0.060, 1.120, 0.044], [1.986, -0.638, 0.133], [-0.670, 0.678, 0.092], [-1.012, -0.115, -0.551], [-1.249, -0.155, -1.219], [-1.301, -0.328, -0.061], [0.400, 0.010, 0.054], [-1.236, -0.142, 1.236], [-0.789, -0.232, 0.879], [2.036, 0.386, -2.131]]
}